Record 1
Density functional theory data (ωB97M-V/def2-TZVPD) for C12H25N5O3 in the gas phase in a non-equilibrium geometry.

Each line ends with the Mulliken charge.
CARTESIAN COORDINATES (ANGSTROEM)
C -1.274 -0.259 -2.148  -0.054
C -1.082 0.971 -1.268  0.491
C -0.219 -1.253 -1.715  -0.043
C -0.447 -2.690 -2.226  0.331
C -0.105 -2.820 -3.734  -1.448
C 0.481 -3.716 -1.509  -1.339
C -1.396 1.989 1.069  -0.635
C -1.815 3.436 0.742  0.223
C 0.061 1.858 1.419  -0.139
C 0.345 0.563 2.231  -0.416
C 1.836 0.417 2.554  -0.742
C 2.417 -1.961 2.289  0.441
H -1.980 0.593 -3.891  0.272
H -0.278 0.334 -3.924  0.264
H -2.271 -0.700 -2.040  0.433
H -0.079 -1.361 -0.593  -0.351
H 0.812 -0.922 -2.014  0.221
H -1.491 -2.924 -2.079  0.366
H -0.270 -3.768 -4.238  0.387
H 0.970 -2.532 -3.885  0.298
H -0.632 -2.131 -4.360  0.425
H 1.541 -3.543 -1.748  0.301
H 0.188 -4.765 -1.767  0.433
H 0.326 -3.705 -0.396  0.311
H -2.351 0.322 0.170  0.320
H -2.063 1.668 1.865  0.571
H 0.581 1.765 0.357  0.258
H 0.578 2.757 1.945  0.389
H -0.202 0.480 3.169  0.275
H -0.079 -0.276 1.701  0.161
H 2.085 1.204 3.316  0.433
H 2.453 0.654 1.658  0.316
H 2.907 -0.821 3.901  0.301
H 2.342 -2.854 0.554  0.103
H 2.900 -3.967 2.466  0.258
H 2.721 -3.205 3.937  0.230
H -0.948 3.219 -0.966  0.377
N -1.202 -0.045 -3.625  -0.585
N -1.733 1.060 -0.083  -0.174
N 2.222 -0.906 3.129  -0.270
N 2.230 -1.933 1.009  -0.539
N 2.973 -3.046 2.971  -0.546
O -0.274 1.845 -1.628  -0.765
O -2.364 4.083 1.629  -0.594
O -1.362 3.991 -0.398  -0.550

Its gap between HOMO and LUMO is 9.794 eV. The calculation puts the total energy at -26443.3184 eV. Its LUMO energy is 0.517 eV. The HOMO energy comes out at -9.28 eV.

Record 2
Density functional theory data (ωB97M-V/def2-TZVPD) for C12H25N5O3 in the gas phase in a non-equilibrium geometry.

Each line ends with the Mulliken charge.
CARTESIAN COORDINATES (ANGSTROEM)
C -0.774 -1.779 0.364  0.665
C 0.442 -1.351 -0.516  -0.177
C -1.783 -0.851 -0.187  -1.506
C -3.151 -1.054 0.345  -0.565
C -4.079 0.090 -0.205  -1.049
C -6.442 0.703 -0.492  0.453
C 2.748 -0.357 -0.449  0.394
C 3.682 -1.473 -0.764  0.354
C 3.522 0.536 0.642  -1.587
C 4.824 1.200 0.100  0.986
C 4.729 1.862 -1.236  -1.356
C 5.373 2.210 1.037  -1.739
H -1.431 -0.805 2.141  0.237
H -0.525 -2.153 2.527  0.248
H -1.106 -2.763 0.151  0.464
H -1.655 -0.683 -1.325  0.402
H -1.369 0.092 0.245  0.381
H -3.665 -1.913 -0.046  0.233
H -3.165 -1.075 1.412  0.531
H -3.609 1.049 0.218  0.276
H -4.115 0.007 -1.307  0.583
H -5.587 0.052 1.258  0.269
H -5.380 1.875 -1.563  0.273
H -8.461 0.580 -0.714  0.328
H -7.600 -0.830 -0.180  0.266
H 1.193 -0.284 1.099  0.452
H 2.563 0.224 -1.335  0.417
H 2.923 1.396 0.898  0.591
H 3.693 -0.058 1.523  0.438
H 5.566 0.387 -0.049  0.246
H 5.666 2.453 -1.279  0.371
H 4.711 1.106 -1.959  0.392
H 3.726 2.458 -1.431  0.193
H 4.571 2.916 1.316  0.319
H 6.306 2.670 0.767  0.451
H 5.671 1.819 1.944  0.474
H 2.212 -2.498 -0.107  0.518
N -0.587 -1.367 1.776  -0.659
N -5.453 0.027 0.200  -0.101
N -6.336 1.541 -1.461  -0.728
N -7.694 0.220 -0.009  -0.621
N 1.460 -0.686 0.162  -0.332
O 0.429 -1.521 -1.712  -0.602
O 4.645 -1.357 -1.527  -0.604
O 3.309 -2.613 -0.269  -0.578

Its gap between HOMO and LUMO is 9.710 eV. The calculation puts the total energy at -26441.1710 eV. Its LUMO energy is 0.286 eV. The HOMO energy comes out at -9.42 eV.

Record 3
Density functional theory data (ωB97M-V/def2-TZVPD) for C12H25N5O3 in the gas phase in a non-equilibrium geometry.

Each line ends with the Mulliken charge.
CARTESIAN COORDINATES (ANGSTROEM)
C 0.695 -1.069 -1.728  0.116
C 1.226 -0.043 -0.555  -0.088
C -0.407 -2.009 -1.249  -1.057
C -0.169 -3.264 -0.410  0.518
C 0.336 -2.802 0.990  -1.266
C 0.771 -4.260 -1.068  -1.513
C 0.886 1.092 1.512  -0.423
C -0.094 0.861 2.615  0.200
C 1.180 2.488 1.131  -1.341
C -0.117 3.207 1.309  -0.211
C -0.670 3.762 0.009  -0.945
C -1.911 1.792 -0.743  0.334
H 1.640 -1.791 -3.254  0.248
H 2.620 -1.195 -2.191  0.278
H 0.503 -0.230 -2.432  0.379
H -1.164 -1.443 -0.689  0.301
H -0.964 -2.315 -2.150  0.548
H -1.223 -3.581 -0.199  0.357
H 0.280 -3.736 1.791  0.354
H -0.392 -2.073 1.373  0.307
H 1.305 -2.330 1.113  0.273
H 1.830 -3.940 -0.860  0.329
H 0.772 -4.255 -2.155  0.356
H 0.784 -5.253 -0.610  0.364
H -0.583 -0.033 0.553  0.112
H 1.854 0.539 1.725  0.618
H 1.767 2.625 0.292  0.642
H 1.847 2.755 1.932  0.512
H 0.147 4.014 1.981  0.404
H -0.856 2.412 1.684  0.230
H -1.496 4.442 0.351  0.305
H 0.182 4.318 -0.462  0.389
H -0.236 2.542 -1.758  0.340
H -3.191 0.961 0.594  0.209
H -2.199 1.110 -2.726  0.185
H -3.276 0.798 -1.586  0.275
H 0.063 0.556 4.507  0.434
N 1.776 -1.769 -2.289  -0.508
N 0.395 0.308 0.376  0.484
N -0.980 2.736 -1.060  -0.175
N -2.340 1.480 0.424  -0.628
N -2.257 0.849 -1.802  -0.423
O 2.415 0.374 -0.657  -0.783
O -1.157 0.226 2.533  -0.537
O 0.406 1.144 3.840  -0.503

Its gap between HOMO and LUMO is 9.427 eV. The calculation puts the total energy at -26440.5945 eV. Its LUMO energy is 0.604 eV. The HOMO energy comes out at -8.82 eV.

Record 4
Density functional theory data (ωB97M-V/def2-TZVPD) for a 5-piece molecular cluster, C12H25O4S3 overall in a non-equilibrium geometry.

Each line ends with the Mulliken charge.
CARTESIAN COORDINATES (ANGSTROEM)
O -0.171 -0.488 1.867  -0.814
H 0.104 -0.512 0.964  -0.087
C 2.961 2.394 -1.738  -0.723
S 2.981 2.391 0.008  0.465
O 3.033 3.900 0.284  -0.680
C 1.320 1.797 0.265  -0.054
H 4.036 2.549 -2.162  0.278
H 2.476 3.157 -2.215  0.357
H 2.577 1.365 -1.956  0.137
H 1.377 0.785 -0.086  -0.081
H 0.834 2.587 -0.083  0.435
H 1.218 1.796 1.332  -0.160
C 0.398 1.115 4.976  -0.614
S -0.964 -0.123 5.045  0.528
O -1.334 -0.148 6.618  -0.734
C -2.089 0.986 4.305  -0.457
H 1.336 0.692 5.385  0.350
H 0.300 2.063 5.561  0.335
H 0.816 1.330 3.959  -0.030
H -2.122 2.025 4.806  0.293
H -3.013 0.513 4.306  0.368
H -1.720 1.009 3.340  -0.052
C -3.544 1.825 0.050  -1.024
S -3.036 0.130 0.595  0.702
O -4.333 -0.663 0.557  -0.768
C -2.201 -0.568 -0.725  -1.322
H -3.923 2.432 0.857  0.332
H -4.259 1.873 -0.691  0.404
H -2.640 2.322 -0.285  0.257
H -2.246 -1.625 -0.668  0.350
H -1.358 0.093 -0.697  0.114
H -2.743 -0.599 -1.480  0.908
C 1.930 -3.351 -4.806  -0.296
C 2.585 -2.499 -3.741  -0.556
C 1.898 -2.139 -2.606  -0.411
C 0.617 -2.713 -2.382  -0.058
C 0.013 -3.554 -3.197  -0.426
C 0.701 -4.016 -4.559  -0.581
H 2.729 -3.600 -5.636  0.207
H 3.483 -2.193 -3.894  0.562
H 2.243 -1.376 -1.889  0.328
H 0.191 -2.276 -1.366  0.155
H -0.899 -3.957 -3.061  0.509
H 0.441 -4.728 -5.157  0.549

Its gap between HOMO and LUMO is 6.385 eV. The calculation puts the total energy at -53537.1038 eV. Its charge is -1. Its LUMO energy is 2.475 eV. The HOMO energy comes out at -3.91 eV.

Record 5
Density functional theory data (ωB97M-V/def2-TZVPD) for C12H26AlO11 as an isolated structure in a non-equilibrium geometry.

Each line ends with the Mulliken charge.
CARTESIAN COORDINATES (ANGSTROEM)
O -3.599 -1.475 1.885  -0.447
C -2.946 -1.798 0.984  0.069
O -1.636 -1.950 1.048  -0.173
C -0.976 -0.834 0.340  -0.635
C -0.588 -1.129 -1.082  -0.764
Al 0.069 0.663 -1.873  -0.007
H -3.430 -2.028 0.025  0.402
H -0.132 -0.468 0.903  0.131
H -1.678 -0.003 0.298  0.369
H -1.485 -1.493 -1.586  0.306
H 0.153 -1.926 -1.137  0.329
H 1.085 0.423 -3.097  -0.239
H -1.268 1.452 -2.338  -0.249
H 0.758 1.446 -0.633  -0.124
C -1.820 -4.283 3.205  -0.499
O -2.087 -4.277 4.616  -0.351
C -1.021 -4.076 5.380  0.813
O 0.110 -3.912 5.003  -0.550
O -1.419 -4.091 6.660  -0.334
C -0.367 -3.884 7.598  -0.625
H -2.767 -4.455 2.703  0.207
H -1.421 -3.326 2.883  0.270
H -1.132 -5.089 2.951  0.317
H 0.095 -2.909 7.450  0.289
H 0.382 -4.672 7.518  0.285
H -0.815 -3.918 8.588  0.213
C 1.521 1.188 3.060  -0.637
O 2.176 2.381 3.512  -0.346
C 2.319 3.301 2.556  0.737
O 1.957 3.192 1.420  -0.462
O 2.938 4.368 3.091  -0.356
C 3.150 5.428 2.164  -0.619
H 1.462 0.518 3.914  0.286
H 0.516 1.411 2.709  0.309
H 2.096 0.711 2.269  0.310
H 2.202 5.801 1.779  0.291
H 3.786 5.101 1.342  0.291
H 3.652 6.226 2.706  0.209
C 1.352 -0.216 -8.123  -0.647
O 0.436 0.294 -7.161  -0.249
C 0.011 1.534 -7.406  0.762
O 0.333 2.217 -8.349  -0.571
O -0.825 1.883 -6.436  -0.249
C -1.366 3.194 -6.558  -0.677
H 1.614 -1.221 -7.805  0.214
H 0.891 -0.262 -9.110  0.290
H 2.255 0.392 -8.156  0.289
H -1.945 3.290 -7.476  0.295
H -0.574 3.941 -6.529  0.295
H -2.022 3.341 -5.704  0.233

Its gap between HOMO and LUMO is 7.631 eV. The calculation puts the total energy at -41985.0164 eV. Its charge is -1. Its LUMO energy is 2.524 eV. The HOMO energy comes out at -5.11 eV.

Record 6
Density functional theory data (ωB97M-V/def2-TZVPD) for C12H26BN2O2P2Pb as an isolated structure in a non-equilibrium geometry.

Each line ends with the Mulliken charge.
CARTESIAN COORDINATES (ANGSTROEM)
Pb 0.239 0.662 0.466  0.943
P 1.595 -1.799 0.549  0.513
C 0.983 -3.134 -0.560  -1.186
C -0.202 -2.743 -1.418  0.411
N -0.829 -1.560 -1.254  0.080
C -2.011 -1.355 -1.869  0.361
C -2.620 -2.344 -2.655  -0.731
C -1.911 -3.511 -2.922  -0.479
C -0.666 -3.697 -2.331  -0.670
C -2.770 -0.062 -1.665  -0.973
P -1.733 1.398 -1.281  0.493
H -0.052 -4.575 -2.543  0.437
H -3.601 -2.142 -3.066  0.455
H -2.330 -4.258 -3.588  0.442
H -3.384 0.195 -2.552  0.485
H -3.473 -0.162 -0.820  0.413
H 1.820 -3.516 -1.131  0.562
H 0.703 -3.990 0.074  0.478
H 3.492 -1.803 -4.374  0.295
O 3.881 -1.121 -4.938  -0.621
H 4.306 -1.612 -5.662  0.330
H 3.498 2.124 -3.082  0.329
O 3.068 2.862 -2.618  -0.622
H 2.106 2.691 -2.673  0.289
C -1.241 1.877 -2.969  -1.269
H -2.147 1.938 -3.590  0.399
H -0.745 2.855 -2.939  0.383
H -0.553 1.135 -3.393  0.363
C -2.941 2.686 -0.860  -1.147
H -2.406 3.624 -0.685  0.389
H -3.656 2.814 -1.686  0.383
H -3.467 2.408 0.057  0.393
C 1.320 -2.709 2.104  -1.348
H 2.069 -3.497 2.246  0.388
H 1.364 -1.988 2.927  0.405
H 0.323 -3.162 2.075  0.431
C 3.415 -1.801 0.411  -1.185
H 3.805 -1.104 1.169  0.389
H 3.845 -2.798 0.584  0.400
H 3.732 -1.434 -0.577  0.354
B -0.346 2.685 4.880  -0.020
C -0.459 1.822 3.617  0.247
N -0.547 1.157 2.651  -0.739
H -0.725 3.798 4.593  -0.088
H 0.830 2.681 5.176  -0.087
H -0.999 2.235 5.784  -0.078

Its gap between HOMO and LUMO is 6.985 eV. The calculation puts the total energy at -44435.8287 eV. Its charge is +1. Its LUMO energy is -4.423 eV. The HOMO energy comes out at -11.41 eV.